Formula: C39H31Cl5P2SrTe
Source: the Open Molecules 2025 dataset
Level of theory: ωB97M-V with the def2-TZVPD basis set

## Properties
Charge: 0
Spin multiplicity: 1
LUMO level, eV: -0.003
ΔE to the lowest compared entry with this formula, charge and spin, eV: 0.6775
Total energy, a.u.: -4787.20111

XYZ file:
```
79
Properties=species:S:1:pos:R:3:mulliken_charge:R:1
Sr 1.24302 0.46923 1.71692 1.371
C -3.16480 -0.82074 -0.18290 -0.690
C -2.55056 -1.59173 0.99025 -1.262
P -0.75817 -2.03712 0.83883 0.542
C -0.67971 -2.86257 -0.78443 0.368
C -1.65694 -3.76794 -1.19977 -0.237
C -1.55186 -4.39720 -2.42855 -0.675
C -0.46090 -4.13974 -3.25107 -0.604
C 0.52079 -3.25152 -2.84352 -0.607
C 0.40656 -2.61337 -1.61533 -0.531
C -0.67069 -3.46269 1.97867 1.058
C 0.18668 -4.52398 1.69183 -0.751
C 0.36046 -5.55254 2.60492 -0.537
C -0.31776 -5.53316 3.81522 -0.578
C -1.17551 -4.48358 4.10590 -0.636
C -1.35048 -3.45276 3.19401 -0.597
C -2.90237 0.68521 -0.22023 -1.497
P -1.15539 1.26432 -0.33851 0.422
C -1.45411 3.04633 -0.60147 0.775
C -1.23753 3.91898 0.46020 -0.394
C -1.46305 5.28019 0.30834 -0.633
C -1.89678 5.77710 -0.91102 -0.561
C -2.11043 4.91247 -1.97782 -0.680
C -1.88983 3.55317 -1.82412 -0.238
C -0.60473 0.69032 -1.97889 1.525
C 0.76324 0.78229 -2.23854 -0.366
C 1.27767 0.40656 -3.46984 -0.498
C 0.42842 -0.08476 -4.45132 -0.847
C -0.93297 -0.18681 -4.20229 -0.856
C -1.44878 0.20531 -2.97510 -0.244
H -4.24841 -0.94900 -0.12067 0.468
H -2.85921 -1.28744 -1.12118 0.200
H -3.09965 -2.52451 1.13443 0.674
H -2.67115 -1.01730 1.91371 0.532
H -2.49878 -3.99155 -0.55491 0.382
H -2.31553 -5.09635 -2.74410 0.424
H -0.37916 -4.63573 -4.20974 0.393
H 1.37094 -3.04478 -3.47990 0.456
H 1.16906 -1.90689 -1.31050 0.340
H 0.72222 -4.54924 0.75025 0.366
H 1.03129 -6.36924 2.37154 0.404
H -0.17555 -6.33228 4.53064 0.398
H -1.70463 -4.46016 5.04971 0.412
H -2.01023 -2.63284 3.44981 0.262
H -3.28243 1.14568 0.69739 0.573
H -3.46851 1.13887 -1.03794 0.612
H -0.85336 3.54524 1.40138 0.262
H -1.27482 5.95093 1.13621 0.414
H -2.05765 6.84017 -1.03573 0.377
H -2.43927 5.30012 -2.93368 0.435
H -2.03371 2.88801 -2.66759 0.255
H 1.43032 1.19273 -1.48615 -0.347
H 2.33768 0.51325 -3.65804 0.458
H 0.82545 -0.38325 -5.41343 0.433
H -1.59772 -0.56759 -4.96736 0.444
H -2.51641 0.13646 -2.80808 0.359
Cl 2.10588 -2.26365 3.49340 -0.235
C 2.22017 -0.93790 4.67929 2.022
C 1.85623 0.31770 4.23425 -2.526
C 2.00144 1.33091 5.16159 0.972
Cl 1.59203 2.95436 4.64322 -0.232
C 2.45372 1.12775 6.46221 -0.633
Cl 2.60794 2.43532 7.57366 -0.186
C 2.78569 -0.17041 6.86344 0.925
Cl 3.33740 -0.46684 8.46691 -0.194
C 2.67383 -1.22775 5.95981 -0.775
Cl 3.08567 -2.83380 6.43237 -0.192
Te 2.65773 3.15870 0.82940 -0.252
C 2.66707 3.38654 -1.27856 -0.572
C 3.70551 2.87136 -2.05444 -0.121
C 3.71455 3.03868 -3.43366 -0.726
C 2.68089 3.71729 -4.06458 -0.439
C 1.64622 4.23884 -3.30082 -0.611
C 1.64183 4.08129 -1.92119 0.143
H 4.51886 2.34359 -1.57131 0.402
H 4.53657 2.63937 -4.01647 0.420
H 2.68704 3.84518 -5.13976 0.403
H 0.83599 4.77694 -3.77816 0.429
H 0.83352 4.50394 -1.33704 0.448
```

***

Formula: C42H92N12O18
Source: the Open Molecules 2025 dataset
Level of theory: ωB97M-V with the def2-TZVPD basis set

## Properties
Charge: -1
Spin multiplicity: 2
LUMO level (alpha / beta), eV: 1.064 / 1.040
Expectation value of S²: 0.751
Total energy, a.u.: -3667.07177

XYZ file:
```
164
Properties=species:S:1:pos:R:3:mulliken_charge:R:1
C -0.93080 25.51124 -5.61399 0.343
C -0.12232 24.24327 -5.87707 0.776
O -0.94622 23.19828 -5.31702 -0.319
C -2.06947 23.65760 -4.92393 0.698
O -3.03497 22.99520 -4.51533 -0.702
O -2.13370 24.95548 -5.09453 -0.424
H -1.29863 25.98514 -6.52406 -0.088
H -0.57547 26.11002 -4.77535 0.186
H 0.86007 24.27451 -5.40586 -0.825
H 0.01579 24.04906 -6.94070 0.175
C 9.41888 18.91015 -10.28064 -0.993
C 9.10513 18.10927 -9.11589 -2.143
O 8.00114 18.80347 -8.56776 0.315
C 7.41502 19.53919 -9.59420 1.209
O 6.35502 20.06822 -9.45527 -0.563
O 8.21233 19.61236 -10.61044 0.395
H 9.70434 18.17154 -11.02968 0.656
H 10.28486 19.55880 -10.14866 -0.236
H 9.91892 18.18586 -8.39480 0.345
H 8.82399 17.09266 -9.39080 0.535
C 8.15114 17.89885 -4.77048 -1.483
C 7.79317 19.38724 -5.01801 0.827
O 6.84418 19.93203 -4.41686 -0.607
N 8.63624 20.10308 -5.75116 -0.115
C 8.59093 21.48484 -6.28628 -0.453
H 9.19244 17.63173 -4.59039 0.423
H 7.90225 17.30070 -5.64706 0.259
H 7.52952 17.60531 -3.92460 0.357
H 9.37338 19.55177 -6.16684 0.265
H 9.28652 22.14623 -5.76971 0.289
H 7.60048 21.85694 -6.02430 -0.100
H 8.70181 21.52758 -7.36978 -0.059
C 9.85115 23.36551 -9.93079 -1.301
C 10.92818 22.91706 -8.95916 0.219
O 11.10740 23.48542 -7.84409 -0.475
N 11.63164 21.87350 -9.43053 0.581
C 12.86696 21.43527 -8.85131 -2.077
H 9.59113 24.42402 -9.92287 0.426
H 8.94924 22.76508 -9.81187 0.104
H 10.15186 23.33641 -10.97808 0.438
H 11.37520 21.56156 -10.35630 0.388
H 13.00819 21.78928 -7.83012 0.243
H 13.57847 21.74557 -9.61654 0.412
H 12.77609 20.35213 -8.76976 0.629
C 6.12965 25.51455 -11.62382 -0.363
C 7.33040 24.55585 -12.06282 0.600
O 8.45915 25.03187 -12.17217 -0.672
N 7.04433 23.29093 -12.31476 0.215
C 7.99743 22.39171 -12.98534 -0.862
H 6.20719 25.97450 -10.63866 -0.197
H 5.15304 25.03604 -11.69684 -0.086
H 6.13559 26.32238 -12.35558 0.582
H 6.13907 22.88776 -12.11968 0.180
H 7.68879 21.34634 -12.99204 0.283
H 8.92700 22.44799 -12.41892 0.125
H 8.11537 22.69550 -14.02548 0.363
C 9.51715 29.00635 -3.48913 -1.209
C 8.01393 28.83030 -3.38249 0.709
O 7.25419 29.83677 -3.64206 -0.682
N 7.55625 27.54635 -3.19387 0.053
C 6.18366 27.02753 -3.19247 -1.069
H 9.88677 28.87721 -4.50638 0.202
H 10.08518 28.58428 -2.66009 0.359
H 9.72893 30.06555 -3.34306 0.448
H 8.32031 26.88877 -3.25608 0.289
H 5.43502 27.80084 -3.02034 0.393
H 6.12171 26.30980 -2.37446 0.439
H 5.81289 26.43788 -4.03090 0.185
C 2.07548 19.76447 -7.62067 -0.847
C 2.00366 20.86920 -6.56295 0.512
O 2.34944 22.00115 -6.78580 -0.279
N 1.56103 20.47666 -5.35761 -0.120
C 1.22136 21.27670 -4.21522 -0.601
H 1.67172 18.81049 -7.28154 0.480
H 3.10340 19.66815 -7.97023 0.079
H 1.46287 20.10996 -8.45340 0.123
H 1.13314 19.56191 -5.34228 0.231
H 1.68524 20.81259 -3.34487 0.339
H 0.14201 21.33597 -4.07520 0.385
H 1.49476 22.32239 -4.35621 -0.172
C 2.77806 28.52520 -5.64096 -0.170
C 1.31191 28.97271 -5.37445 0.481
O 1.08746 29.56918 -4.34328 -0.699
N 0.50475 28.87335 -6.47390 0.078
C -0.87802 29.33362 -6.46857 -1.067
H 3.13079 28.97694 -6.56811 0.197
H 2.77926 27.43693 -5.70238 -0.243
H 3.35543 28.81934 -4.76447 0.309
H 0.78142 28.27243 -7.23709 0.402
H -0.87060 30.04423 -7.29506 0.340
H -1.12010 29.69527 -5.46922 0.368
H -1.49877 28.45667 -6.65227 0.248
C 2.96375 21.30454 -10.34433 -0.768
C 3.36420 22.11732 -11.51057 0.428
O 4.45516 21.90907 -12.03592 -0.802
N 2.49990 22.98774 -11.98187 -0.175
C 2.79064 23.78005 -13.16811 -0.946
H 3.51717 21.65401 -9.47273 -0.156
H 3.06523 20.25241 -10.61044 0.570
H 1.89180 21.36117 -10.15507 0.501
H 1.52219 22.93026 -11.73516 0.285
H 2.32918 23.32196 -14.04294 0.344
H 3.85837 23.90787 -13.34616 0.301
H 2.27211 24.71321 -12.94804 0.307
C 4.28574 24.63087 -5.41735 -0.664
C 5.05900 24.57617 -6.72434 0.131
O 5.36030 25.63575 -7.28449 -0.833
N 5.21756 23.39455 -7.34107 0.511
C 5.77793 23.27798 -8.74141 -0.095
H 3.97083 25.63714 -5.14104 -0.024
H 4.83338 24.19339 -4.58261 0.556
H 3.32824 24.13886 -5.58827 -0.066
H 4.92235 22.52602 -6.91845 0.320
H 5.70279 22.21487 -8.97000 0.095
H 6.78624 23.67150 -8.87009 0.297
H 5.23369 23.87864 -9.47018 -0.553
C -0.36939 23.69444 -1.42771 -1.361
C 0.96242 24.12035 -2.08218 0.747
O 0.96574 25.00352 -2.91325 -0.515
N 2.10565 23.48487 -1.76920 -0.066
C 3.47306 23.81370 -2.27828 -0.881
H -0.92305 22.98811 -2.04632 0.230
H -0.90584 24.62803 -1.25820 0.344
H -0.16807 23.20888 -0.47283 0.437
H 2.03324 22.61597 -1.25942 0.229
H 3.87840 23.07137 -2.96584 0.367
H 4.11936 23.78385 -1.40107 0.373
H 3.55333 24.82076 -2.68752 0.204
C 4.73340 28.36447 -9.81755 -0.251
C 5.38262 29.17583 -8.75533 0.856
O 5.58186 30.35515 -8.96821 -0.749
N 5.76619 28.57889 -7.68145 0.236
C 6.26099 29.25268 -6.50784 -1.090
H 4.94146 27.30341 -9.67982 -0.417
H 5.26233 28.49174 -10.76208 0.357
H 3.66601 28.56999 -9.89840 0.238
H 5.63185 27.58278 -7.58233 0.332
H 6.13849 30.33515 -6.54445 0.376
H 7.29696 29.03369 -6.24917 0.371
H 5.64405 28.98644 -5.64958 0.164
C -0.98598 26.56214 -10.21169 -1.346
C 0.25991 26.25000 -9.42945 0.568
O 0.69077 27.09208 -8.68280 -0.732
N 0.86796 25.10121 -9.65888 0.354
C 2.27569 24.74537 -9.26356 -0.858
H -1.24376 25.70756 -10.83724 0.370
H -0.72453 27.28351 -10.98588 0.312
H -1.88097 26.96824 -9.74032 0.327
H 0.42325 24.44042 -10.27992 0.210
H 2.99798 25.02421 -10.03080 0.635
H 2.27646 23.67763 -9.04444 -0.381
H 2.65151 25.28479 -8.39415 0.268
C 8.53843 25.29245 -5.80569 0.216
C 9.74261 25.30221 -4.84886 0.412
O 9.59763 25.77412 -3.71763 -0.840
N 10.94919 24.86776 -5.26194 0.049
C 12.23304 25.22784 -4.58443 -1.086
H 7.86315 24.43942 -5.73910 -0.185
H 8.83869 25.34980 -6.85195 0.293
H 7.94864 26.19617 -5.65231 -0.217
H 11.11389 24.61598 -6.22609 0.353
H 12.15671 26.11540 -3.95633 0.329
H 12.97872 25.37382 -5.36594 0.353
H 12.56746 24.37109 -3.99939 0.313
```

***

Formula: CH4F2Si
Source: the Open Molecules 2025 dataset
Level of theory: ωB97M-V with the def2-TZVPD basis set

## Properties
Charge: 0
Spin multiplicity: 1
LUMO level (alpha / beta), eV: -0.997 / -0.036
ΔE to the lowest compared entry with this formula, charge and spin, eV: 4.4549
Total energy, a.u.: -529.68658

XYZ file:
```
8
Properties=species:S:1:pos:R:3:mulliken_charge:R:1
C -0.60846 0.03847 -0.73962 -0.855
F 2.14854 0.84424 -0.06672 -0.231
F 1.52496 -1.49331 0.39172 -0.251
Si 0.89209 -0.01505 0.38948 0.466
H -0.51777 1.15915 -1.10585 0.252
H -0.39123 -0.48590 -1.75524 0.282
H -1.65935 -0.02857 -0.30923 0.324
H -1.38878 -0.01901 3.19545 0.013
```